{"formula": "C23H52O3P4SSn", "method": "ωB97M-V with the def2-TZVPD basis set", "elements": ["Sn", "P", "P", "P", "H", "C", "C", "H", "C", "C", "C", "C", "C", "C", "C", "C", "C", "H", "H", "H", "H", "H", "H", "H", "H", "H", "H", "H", "H", "H", "H", "H", "H", "H", "H", "H", "H", "H", "H", "H", "H", "H", "H", "H", "H", "H", "C", "C", "C", "C", "C", "C", "S", "H", "H", "H", "H", "H", "H", "C", "C", "O", "P", "O", "C", "C", "O", "C", "C", "H", "H", "H", "H", "H", "H", "H", "H", "H", "H", "H", "H", "H", "H", "H"], "xyz": [[-0.12375, 1.35705, 0.33091], [1.95866, 2.52346, 1.39573], [-1.64424, 1.49857, 2.53595], [-1.31456, 3.17194, -1.09006], [0.59256, -4.38620, -7.59905], [0.79268, -3.37488, -7.97011], [2.03764, -2.89050, -8.04454], [2.90352, -3.48504, -7.73130], [3.21450, 1.40662, 2.03698], [1.56921, 3.63275, 2.77380], [2.85032, 3.47539, 0.14394], [-3.24301, 0.66078, 2.24861], [-0.99917, 0.83032, 4.09020], [-2.13565, 3.21527, 2.88204], [-0.79203, 3.21650, -2.81658], [-1.15320, 4.84615, -0.40348], [-3.09242, 2.74472, -1.12455], [-0.06823, -2.80821, -8.34159], [2.24765, -1.90986, -8.48652], [3.37530, 0.52858, 1.40276], [2.93643, 1.03144, 3.02840], [4.15346, 1.97476, 2.10359], [1.05981, 3.08961, 3.57588], [0.93556, 4.46378, 2.44955], [2.50408, 4.04292, 3.17441], [3.32381, 2.79416, -0.57045], [3.61991, 4.08144, 0.64090], [2.17738, 4.13924, -0.40637], [-3.90173, 0.84100, 3.11623], [-3.07473, -0.41831, 2.11773], [-3.70164, 1.05096, 1.32981], [-1.64724, 1.16433, 4.92236], [0.01803, 1.20186, 4.25283], [-0.96147, -0.26432, 4.05632], [-2.71961, 3.22912, 3.81854], [-2.75280, 3.59574, 2.05879], [-1.23886, 3.83802, 3.00493], [-1.34140, 4.01141, -3.35450], [-0.98009, 2.25103, -3.29990], [0.28746, 3.39380, -2.87897], [-1.92812, 5.50426, -0.83343], [-0.16048, 5.23799, -0.64464], [-1.26765, 4.82564, 0.68197], [-3.60842, 3.29761, -1.92639], [-3.55671, 2.98466, -0.15654], [-3.20914, 1.67071, -1.31619], [0.69334, -0.42268, -2.95775], [-0.69541, -0.65539, -2.96414], [-1.25710, -1.58186, -3.84044], [-0.41683, -2.26156, -4.74441], [0.96111, -2.00453, -4.77510], [1.51799, -1.08732, -3.89931], [1.44413, 0.65644, -1.87153], [-1.60556, 0.43737, -0.26077], [-1.32132, -0.12941, -2.24528], [-2.32701, -1.77250, -3.81647], [-0.84433, -2.99166, -5.42929], [1.58809, -2.51869, -5.50834], [2.58028, -0.84233, -3.90938], [-2.35089, -3.97015, -0.00841], [-2.17340, -2.55565, 0.44469], [-0.80761, -1.98490, 0.26650], [0.20494, -1.86137, 1.59468], [0.33643, -3.47857, 1.76567], [-0.05564, -4.02903, 3.05572], [-0.47300, -2.94859, 4.01607], [1.87574, -1.56409, 1.62823], [2.82605, -2.46419, 2.32787], [4.10659, -1.74483, 2.66649], [-2.43841, -4.03735, -1.09139], [-3.31434, -4.27392, 0.40503], [-1.58900, -4.65701, 0.34571], [-2.81099, -1.88103, -0.12489], [-2.51312, -2.47325, 1.48791], [-0.88315, -4.71267, 2.86871], [0.81306, -4.58714, 3.39653], [0.30829, -2.17512, 4.16121], [-1.39588, -2.43732, 3.69199], [-0.66683, -3.43651, 4.97035], [3.02519, -3.26649, 1.61562], [2.39626, -2.87257, 3.25480], [3.92549, -0.99656, 3.44865], [4.56199, -1.24592, 1.79384], [4.83320, -2.45797, 3.06264]], "forces_ev_per_a": [[-1.6482, 0.1645, -1.5998], [1.0769, 0.0896, 0.0650], [-0.6838, 0.2649, 0.3268], [-0.5129, 0.6849, -0.0084], [0.1027, 0.3441, -0.1248], [0.2364, 0.0900, -0.0347], [-0.2452, -0.1198, -0.0754], [-0.3394, 0.2077, -0.1283], [0.0185, -0.5597, 0.1750], [-0.5506, 0.0290, -0.0572], [-0.3835, 0.1026, -0.3921], [0.3890, -0.1568, -0.1966], [0.1006, 0.1216, 0.1958], [0.2224, 0.0116, 0.2204], [0.3151, -0.0798, -0.2006], [-0.1468, 0.0419, -0.1830], [0.1109, -0.0985, 0.2345], [0.3385, -0.1859, 0.0968], [-0.1071, -0.3762, 0.2048], [-0.0878, 0.3637, -0.0561], [0.0555, 0.1992, -0.1395], [-0.2171, -0.0854, 0.0704], [0.1301, 0.0878, -0.0837], [0.1311, -0.0540, 0.0218], [-0.0280, -0.1206, -0.1541], [-0.0099, 0.0709, 0.1273], [-0.1491, -0.1544, -0.0291], [0.1293, 0.0120, 0.0669], [0.2286, -0.0730, -0.3590], [-0.1698, 0.3208, 0.1085], [0.0052, -0.0975, 0.3096], [0.3054, -0.2357, -0.3138], [-0.1665, -0.0635, 0.1463], [-0.1037, 0.2823, 0.0569], [0.1649, 0.0943, -0.3614], [0.1211, -0.0257, 0.2503], [-0.3982, -0.0377, 0.0301], [0.2051, -0.2974, 0.2982], [-0.1149, 0.1754, 0.0934], [-0.1978, 0.1452, -0.0371], [0.3592, -0.1875, 0.1141], [-0.1534, 0.0595, -0.0282], [-0.0598, 0.0410, -0.1002], [0.2605, -0.0545, 0.2932], [0.0677, -0.0140, -0.3338], [-0.0043, 0.2243, -0.0078], [0.0034, 0.2596, 0.2546], [-1.2654, -0.8589, -0.3304], [0.4140, 0.8773, 0.8545], [-0.1105, -0.1015, -0.0571], [0.7383, 0.3189, 0.1978], [0.2281, -0.3882, -0.6102], [-0.0510, 0.0120, 0.7086], [1.3143, 0.0257, 0.4276], [0.0719, -0.1448, -0.2169], [0.1947, 0.0269, -0.1098], [0.1282, 0.1354, 0.0547], [-0.2518, 0.1699, 0.2187], [-0.2147, -0.2423, -0.1001], [0.0588, -0.2035, -0.4642], [-0.7684, 0.3992, 0.5895], [2.1164, 1.1882, 1.1560], [2.0858, -4.4597, -1.6506], [-0.9212, 2.0032, 0.8130], [-0.0004, -0.4123, 0.0530], [0.1366, 0.0905, 0.1201], [-3.3211, 1.3489, -0.7405], [0.7128, -1.0246, 0.1496], [-0.1539, 0.9613, -0.1517], [0.1926, -0.0655, 0.0067], [-0.0190, -0.1353, -0.0114], [0.0631, 0.0089, 0.0642], [0.1334, 0.0861, -0.0721], [0.5547, 0.1000, -0.0507], [0.1221, -0.0794, 0.0106], [-0.0776, -0.0947, 0.1975], [-0.0595, -0.4153, 0.1419], [0.0139, -0.2871, 0.0616], [-0.1014, 0.3071, 0.2517], [-0.2507, -0.0900, 0.1022], [-0.1768, 0.1741, -0.4840], [0.1813, -0.1770, -0.1199], [-0.1536, -0.3703, 0.3096], [-0.1640, -0.0944, -0.0759]], "lowdin_charge": [0.604, 0.723, 0.700, 0.707, 0.062, -0.095, -0.076, 0.065, -0.232, -0.204, -0.209, -0.207, -0.219, -0.223, -0.224, -0.213, -0.219, 0.061, 0.064, 0.036, 0.064, 0.098, 0.043, 0.061, 0.096, 0.061, 0.094, 0.052, 0.094, 0.033, 0.048, 0.094, 0.044, 0.014, 0.090, 0.049, 0.037, 0.097, 0.051, 0.056, 0.092, 0.061, 0.028, 0.091, 0.050, 0.040, -0.647, -0.110, -0.002, 0.042, 0.003, -0.047, 0.734, -0.032, 0.053, 0.130, 0.134, 0.103, 0.126, -0.030, -0.241, -0.310, 1.032, -0.242, -0.215, -0.098, -0.286, -0.206, -0.051, 0.094, 0.115, 0.088, 0.118, 0.103, 0.137, 0.139, 0.074, 0.071, 0.123, 0.144, 0.121, 0.081, 0.094, 0.117], "total_charge": 4, "energy_ev": -84616.621, "orbital_gap_ev": [3.5, 2.3], "relative_energy_kj_mol": 87.0, "largest_force_ev_per_a": 5.193, "e_homo_ev": [-17.05, -17.10], "spin_multiplicity": 1, "lumo_ev": [-13.55, -14.85]}